Entry 1:
Computed, not measured: a cluster of 19 separate species, C18H74O19 in total, with ωB97M-V with the def2-TZVPD basis set.

## Properties
Lowest unoccupied orbital energy (spin up / spin down), eV: 1.81 / 1.80
Orbital gap (spin up / spin down), eV: 2.1 / 9.1
Charge: -1
2S+1: 2
E_HOMO (spin up / spin down), eV: -0.3 / -7.3
Total energy, hartree: -2159.69940
<S²>: 0.751

Last column: Löwdin spin population.
Cartesian coordinates (Å):
1 O 3.252 -26.252 2.680  0.00
2 H 2.616 -26.057 1.992  0.00
3 H 3.427 -27.189 2.585  0.00
4 O 2.407 -18.010 6.421  0.06
5 H 2.768 -17.543 5.668  0.02
6 H 1.465 -18.043 6.255  0.02
7 O 1.543 -25.271 6.758  0.00
8 H 0.686 -25.574 6.456  0.00
9 H 1.662 -24.424 6.329  0.00
10 O 3.312 -20.490 6.763  0.01
11 H 2.864 -19.647 6.687  0.00
12 H 4.198 -20.320 6.442  0.00
13 O -0.099 -17.942 5.250  0.20
14 H -0.354 -17.698 4.360  0.10
15 H -0.924 -17.984 5.733  0.07
16 O 4.475 -23.229 6.987  0.00
17 H 4.160 -23.660 6.193  0.00
18 H 3.931 -22.445 7.066  0.00
19 O -3.122 -21.045 6.852  0.05
20 H -2.237 -20.740 6.652  0.02
21 H -3.164 -21.049 7.808  0.01
22 O 5.035 -24.954 4.632  0.00
23 H 4.545 -25.096 3.823  0.00
24 H 5.942 -25.157 4.403  0.00
25 O 3.249 -21.215 9.575  0.00
26 H 2.900 -21.768 10.274  0.00
27 H 2.634 -21.328 8.850  0.00
28 O -2.280 -19.707 2.495  0.10
29 H -1.999 -18.904 2.935  0.07
30 H -1.688 -19.789 1.747  0.01
31 O -3.483 -23.362 5.382  0.01
32 H -3.523 -22.552 5.890  0.00
33 H -3.053 -23.111 4.564  0.00
34 O -2.611 -22.471 3.018  0.02
35 H -2.691 -21.518 2.995  0.01
36 H -2.749 -22.745 2.111  0.00
37 O 1.048 -22.919 8.761  0.00
38 H 1.090 -23.501 8.002  0.00
39 H 0.357 -23.289 9.310  0.00
40 C 7.455 -19.657 4.234  0.00
41 C 6.103 -20.215 4.637  0.00
42 C 5.820 -21.569 4.022  0.00
43 O 6.039 -20.392 6.035  0.00
44 H 7.724 -19.846 3.194  0.00
45 H 8.273 -20.034 4.847  0.00
46 H 7.520 -18.569 4.251  0.00
47 H 5.287 -19.530 4.408  0.00
48 H 6.133 -21.583 2.978  0.00
49 H 4.763 -21.834 4.044  0.00
50 H 6.472 -22.339 4.437  0.00
51 H 6.234 -19.565 6.482  0.00
52 C 1.374 -23.543 3.476  0.00
53 C 1.589 -22.302 4.350  0.00
54 C 0.234 -21.613 4.884  0.02
55 O 2.315 -22.615 5.514  0.00
56 H 2.260 -24.169 3.574  0.00
57 H 1.066 -23.167 2.500  0.00
58 H 0.562 -24.219 3.745  0.00
59 H 2.262 -21.636 3.810  0.00
60 H 0.527 -20.794 5.542  0.02
61 H -0.529 -22.260 5.316  0.00
62 H -0.179 -21.096 4.018  0.01
63 H 2.512 -21.767 5.919  0.00
64 C -0.110 -26.643 2.354  0.00
65 C -0.457 -28.207 2.373  0.00
66 C -1.678 -28.592 3.144  0.00
67 O -0.534 -28.665 1.064  0.00
68 H -0.912 -26.004 2.723  0.00
69 H 0.274 -26.296 1.395  0.00
70 H 0.617 -26.441 3.140  0.00
71 H 0.327 -28.757 2.893  0.00
72 H -1.683 -29.676 3.264  0.00
73 H -2.527 -28.056 2.722  0.00
74 H -1.534 -28.201 4.151  0.00
75 H -1.003 -29.503 1.028  0.00
76 C 4.243 -23.131 0.753  0.00
77 C 5.031 -22.600 -0.500  0.00
78 C 6.117 -21.661 0.011  0.00
79 O 5.555 -23.685 -1.187  0.00
80 H 4.934 -23.599 1.454  0.00
81 H 3.629 -23.963 0.409  0.00
82 H 3.602 -22.422 1.276  0.00
83 H 4.306 -22.087 -1.131  0.00
84 H 5.685 -20.802 0.525  0.00
85 H 6.710 -21.271 -0.816  0.00
86 H 6.836 -22.163 0.657  0.00
87 H 6.189 -23.354 -1.828  0.00
88 C 1.281 -20.594 -1.099  0.00
89 C 0.469 -20.431 0.168  0.01
90 C 1.214 -19.610 1.175  0.04
91 O -0.736 -19.790 -0.195  0.02
92 H 2.236 -21.022 -0.797  0.00
93 H 1.390 -19.606 -1.545  0.00
94 H 0.852 -21.260 -1.848  0.00
95 H 0.280 -21.400 0.630  0.00
96 H 1.154 -18.573 0.844  0.02
97 H 2.266 -19.893 1.202  0.00
98 H 0.965 -19.760 2.225  0.02
99 H -1.165 -20.375 -0.824  0.00
100 C 1.113 -25.196 -2.363  0.00
101 C -0.186 -24.517 -2.203  0.00
102 C -0.370 -23.977 -0.811  0.00
103 O -0.246 -23.421 -3.116  0.00
104 H 1.136 -25.533 -3.399  0.00
105 H 1.209 -26.030 -1.667  0.00
106 H 1.971 -24.574 -2.110  0.00
107 H -1.072 -25.129 -2.372  0.00
108 H -0.589 -24.700 -0.025  0.00
109 H -1.129 -23.208 -0.674  0.00
110 H 0.552 -23.566 -0.399  0.00
111 H 0.082 -23.759 -3.952  0.00

---

Entry 2:
Computed, not measured: a structure of composition C18H9Br2MoN3O9, with ωB97M-V with the def2-TZVPD basis set.

## Properties
Lowest unoccupied orbital energy, eV: -9.06
Orbital gap, eV: 6.1
Charge: +2
E_HOMO, eV: -15.1
Total energy, hartree: -6748.12846

Last column: Löwdin charge in e.
Cartesian coordinates (Å):
1 Mo -0.525 -0.226 -0.753  1.91
2 Br 4.224 1.595 -0.113  0.95
3 C 3.602 -0.126 0.174  -0.58
4 C 4.467 -1.126 0.702  -0.10
5 C 4.073 -2.420 0.924  -0.59
6 Br 5.280 -3.672 1.607  0.92
7 C 2.725 -2.812 0.641  -0.15
8 C 2.125 -4.067 0.802  0.07
9 C 0.783 -4.286 0.483  0.08
10 C 0.103 -3.183 0.014  -0.21
11 N 0.601 -1.992 -0.144  0.04
12 C 1.905 -1.788 0.144  -0.13
13 C 2.304 -0.484 -0.115  -0.32
14 O 1.315 0.264 -0.654  -0.20
15 H 5.484 -0.834 0.925  0.12
16 H 2.714 -4.892 1.185  0.12
17 H 0.318 -5.253 0.613  0.15
18 H -1.738 -3.890 -0.695  0.23
19 O -0.079 2.118 2.028  0.23
20 C -0.807 1.789 1.161  -0.44
21 O -1.031 0.411 0.908  -0.18
22 C -1.644 2.656 0.286  -0.04
23 C -2.080 3.880 0.786  0.12
24 C -2.889 4.668 -0.005  -0.07
25 C -3.295 4.292 -1.270  0.13
26 C -2.867 3.075 -1.769  -0.03
27 C -2.021 2.275 -1.008  -0.17
28 O -1.503 1.119 -1.502  -0.21
29 N -3.341 2.632 -3.090  -0.33
30 O -3.773 3.479 -3.822  0.16
31 O -3.295 1.435 -3.305  0.09
32 N -3.352 5.978 0.533  -0.34
33 O -4.133 6.588 -0.153  0.13
34 O -3.025 6.228 1.668  0.13
35 H -1.792 4.215 1.774  0.15
36 H -3.937 4.934 -1.859  0.15
37 C -3.153 -1.788 -1.130  -0.02
38 C -1.702 -1.768 -0.799  -0.23
39 O -1.273 -3.100 -0.346  0.12
40 H -3.528 -2.791 -1.351  0.11
41 H -3.348 -1.149 -1.994  0.10
42 H -3.727 -1.395 -0.283  0.12